[1]
{
  "formula": "C18H23N3O3S2",
  "method": "wB97M-V/def2-TZVPD",
  "elements": ["C", "C", "C", "N", "C", "O", "C", "S", "C", "N", "C", "S", "C", "C", "C", "C", "O", "N", "C", "C", "C", "O", "C", "C", "C", "C", "H", "H", "H", "H", "H", "H", "H", "H", "H", "H", "H", "H", "H", "H", "H", "H", "H", "H", "H", "H", "H", "H", "H"],
  "coordinates": [[3.66630, 0.53368, -0.31435], [4.28944, 1.53572, 0.27579], [3.75073, 2.92700, 0.43726], [2.34546, 3.04314, 0.13611], [1.88002, 3.73316, -0.91816], [2.56193, 4.40832, -1.65728], [0.36458, 3.62161, -1.08801], [-0.09754, 2.16841, -2.08296], [-0.11088, 0.88526, -0.88645], [0.20281, 1.20185, 0.33458], [0.23150, 0.20236, 1.23388], [0.67973, 0.45133, 2.89337], [0.48236, -1.24475, 3.18328], [0.09739, -1.94350, 2.08440], [-0.05249, -1.12581, 0.93899], [-0.41729, -1.47740, -0.40709], [-0.69359, -2.58432, -0.81745], [-0.42676, -0.37092, -1.29342], [-0.80425, -0.67196, -2.66484], [-2.31256, -0.86859, -2.81115], [-3.11189, 0.38530, -2.43740], [-4.47769, 0.29824, -2.75992], [-5.21943, -0.58193, -1.95145], [-0.08130, -3.38957, 2.40126], [0.55728, -3.51409, 3.80396], [0.61941, -2.08864, 4.40120], [4.11330, -0.44133, -0.39971], [2.68882, 0.64428, -0.75307], [5.27903, 1.39758, 0.68961], [4.28000, 3.60658, -0.24045], [3.92847, 3.26409, 1.46610], [1.70369, 2.43399, 0.63111], [0.00699, 4.47021, -1.67001], [-0.15611, 3.54853, -0.13574], [-0.30299, -1.60658, -2.93309], [-0.45039, 0.13163, -3.31212], [-2.52748, -1.12175, -3.85007], [-2.61298, -1.70923, -2.18401], [-2.99416, 0.60057, -1.36258], [-2.74051, 1.24078, -3.00871], [-5.07400, -0.35872, -0.88710], [-6.26452, -0.42680, -2.21255], [-4.95719, -1.62945, -2.13303], [-1.14507, -3.63795, 2.41723], [0.39613, -4.03335, 1.66394], [1.57000, -3.90473, 3.70434], [-0.00342, -4.19261, 4.44344], [-0.20939, -1.90403, 5.09073], [1.54853, -1.90561, 4.94161]],
  "forces_ev_per_a": [[-0.015, -0.162, -0.051], [0.000, 0.204, 0.065], [0.084, 0.197, -0.083], [0.324, -0.232, 0.444], [-0.482, 0.011, 0.191], [0.143, 0.216, -0.362], [0.042, -0.331, -0.141], [0.007, 0.277, -0.363], [0.193, 0.482, 0.557], [-0.181, 0.269, -0.170], [-0.183, -0.742, -0.054], [-0.174, -0.328, -0.265], [-0.011, 0.002, -0.456], [0.241, 0.125, 0.533], [0.100, 0.676, 0.120], [0.131, 0.158, 0.274], [-0.053, -0.258, -0.077], [0.121, 0.011, 0.190], [-0.309, -0.323, -0.445], [-0.146, 0.253, 0.164], [0.219, -0.079, -0.138], [-0.073, 0.046, -0.137], [-0.008, -0.035, 0.007], [-0.073, -0.162, -0.061], [-0.017, -0.040, -0.012], [-0.012, 0.032, 0.274], [0.171, -0.163, 0.016], [-0.231, 0.116, -0.045], [0.141, -0.108, 0.032], [-0.023, -0.036, 0.192], [0.054, 0.012, -0.134], [-0.034, 0.164, -0.241], [0.053, -0.051, 0.048], [-0.021, 0.095, -0.027], [0.005, 0.241, -0.021], [0.040, -0.148, 0.014], [-0.010, -0.033, -0.037], [0.021, -0.029, -0.094], [0.007, 0.057, -0.093], [0.004, -0.048, 0.142], [-0.013, -0.012, -0.002], [-0.010, -0.073, 0.072], [-0.024, 0.009, 0.030], [-0.010, -0.085, -0.043], [-0.063, -0.068, 0.003], [-0.002, -0.014, 0.017], [0.058, -0.055, 0.034], [0.039, -0.010, 0.063], [-0.020, -0.030, 0.070]],
  "homo_lumo_gap_ev": 8.5,
  "relative_energy_kcal_mol": 18.4,
  "smiles": "C=CCNC(=O)CSc1nc2sc3c(c2c(=O)n1CCCOC)CCC3",
  "charge": 0,
  "largest_force_ev_per_a": 0.77,
  "lumo_energy_ev": 0.337
}

---

[2]
{
  "formula": "C17H19NO",
  "method": "wB97M-V/def2-TZVPD",
  "elements": ["C", "C", "C", "C", "C", "C", "C", "C", "O", "H", "H", "H", "H", "H", "H", "H", "H", "H", "H", "C", "C", "C", "C", "C", "C", "C", "C", "C", "N", "H", "H", "H", "H", "H", "H", "H", "H", "H"],
  "coordinates": [[-0.53313, -0.27281, 1.90989], [-1.39146, -0.20140, 3.16348], [-0.39768, 1.01812, 1.17868], [0.82805, 1.35312, 0.54923], [-1.48739, 1.93849, 1.12139], [1.02360, 2.59920, 0.04293], [-1.32000, 3.16619, 0.56517], [-0.06330, 3.51516, 0.00400], [0.01723, 4.68712, -0.58560], [0.47009, -0.59588, 2.18730], [-0.93316, -1.04157, 1.22982], [-1.07923, 0.52422, 3.90512], [1.60108, 0.60584, 0.53440], [-2.45580, 1.63080, 1.50074], [1.97380, 2.93663, -0.34484], [-2.15293, 3.85602, 0.43368], [0.91362, 4.89961, -0.88109], [-1.36614, -1.14733, 3.71588], [-2.45259, -0.04240, 2.98398], [0.34166, -3.69953, 0.42681], [-0.20697, -2.60394, -0.42006], [-1.47724, -2.34562, -0.82873], [0.61897, -1.62294, -1.07044], [-0.21155, -0.81719, -1.87058], [2.00041, -1.35284, -1.03403], [0.29476, 0.22736, -2.63324], [2.50110, -0.33654, -1.81462], [1.66633, 0.42324, -2.65204], [-1.50361, -1.24154, -1.66424], [0.68627, -4.52654, -0.19248], [-0.34978, -4.10156, 1.15947], [-2.42686, -2.79936, -0.58438], [-2.30837, -1.14543, -2.26529], [2.61793, -1.93464, -0.36560], [-0.33540, 0.88411, -3.21429], [3.56789, -0.15203, -1.83193], [2.11792, 1.09234, -3.36605], [1.21186, -3.37648, 1.00754]],
  "forces_ev_per_a": [[0.163, 0.492, 0.340], [-0.548, -0.678, 0.687], [-0.411, -0.254, -0.073], [-0.203, 0.196, 0.479], [0.213, -0.128, -0.046], [-0.143, 0.305, -0.199], [-0.519, 0.111, -0.485], [0.044, -0.340, 0.137], [-0.043, 0.157, 0.207], [0.080, -0.205, -0.136], [0.044, 0.038, -0.137], [0.277, 0.426, -0.165], [0.269, 0.027, 0.032], [0.145, 0.132, 0.051], [0.160, -0.206, -0.133], [0.261, -0.071, 0.180], [0.048, -0.072, -0.093], [0.161, -0.047, -0.326], [-0.040, 0.154, -0.265], [0.239, -0.148, 0.351], [0.585, -0.054, 0.049], [-0.357, 0.362, -0.046], [0.224, 0.097, -0.132], [0.067, 0.335, 0.163], [-0.551, -0.084, 0.259], [0.197, 0.265, -0.374], [0.340, -0.157, -0.280], [-0.163, -0.531, 0.290], [-0.651, -0.626, 0.209], [-0.018, -0.077, -0.061], [-0.343, -0.016, -0.072], [0.194, -0.261, 0.042], [0.319, 0.521, -0.136], [0.277, -0.040, -0.102], [-0.203, -0.145, -0.175], [0.000, -0.004, 0.020], [-0.058, 0.381, 0.095], [-0.054, 0.146, -0.154]],
  "s2": 0.764,
  "homo_lumo_gap_ev": [8.3, 4.1],
  "relative_energy_kcal_mol": 0.0,
  "spin_multiplicity": 2,
  "charge": 1,
  "largest_force_ev_per_a": 1.11,
  "lumo_energy_ev": [-2.846, -6.844]
}

---

[3]
{
  "formula": "C5H8O",
  "method": "wB97M-V/def2-TZVPD",
  "elements": ["C", "C", "C", "C", "O", "C", "H", "H", "H", "H", "H", "H", "H", "H"],
  "coordinates": [[0.29121, -2.55296, 0.87562], [-0.28943, -1.29261, 0.41063], [-0.70501, -0.18233, 0.19508], [-1.15466, 1.21214, 0.16776], [-0.26057, 2.16476, -0.37463], [0.81836, 1.69590, -1.14584], [1.32948, -2.36404, 1.18098], [-0.26374, -2.91280, 1.75074], [0.29780, -3.34781, 0.12091], [-1.29859, 1.49642, 1.21597], [-2.12651, 1.30549, -0.33229], [0.50011, 1.23138, -2.09156], [1.42732, 2.57509, -1.37697], [1.43424, 0.97136, -0.59642]],
  "forces_ev_per_a": [[0.125, -0.103, -0.012], [-0.125, 0.426, 0.045], [0.303, -0.450, 0.200], [-0.259, -0.034, 0.158], [0.100, 0.129, 0.007], [0.304, -0.090, -0.235], [-0.241, -0.144, -0.037], [0.140, 0.043, -0.186], [-0.071, 0.243, 0.088], [-0.139, 0.046, -0.095], [0.119, -0.099, -0.052], [-0.037, 0.065, 0.176], [-0.117, -0.161, 0.031], [-0.103, 0.129, -0.087]],
  "homo_lumo_gap_ev": 10.2,
  "relative_energy_kcal_mol": 61.0,
  "smiles": "CC#CCOC",
  "charge": 0,
  "largest_force_ev_per_a": 0.58,
  "lumo_energy_ev": 0.929
}

---

[4]
{
  "formula": "C44H43F7O2PS",
  "method": "wB97M-V/def2-TZVPD",
  "elements": ["O", "P", "S", "C", "C", "O", "H", "H", "H", "H", "H", "H", "H", "H", "F", "C", "C", "C", "C", "C", "C", "H", "H", "H", "H", "H", "F", "C", "C", "C", "C", "C", "C", "H", "H", "H", "H", "H", "F", "C", "C", "C", "C", "C", "C", "H", "H", "H", "H", "H", "F", "C", "C", "C", "C", "C", "C", "H", "H", "H", "H", "H", "F", "C", "C", "C", "C", "C", "C", "H", "H", "H", "H", "H", "F", "C", "C", "C", "C", "C", "C", "H", "H", "H", "H", "H", "F", "C", "C", "C", "C", "C", "C", "H", "H", "H", "H", "H"],
  "coordinates": [[0.84054, 1.12506, 2.00818], [0.70788, -0.11166, 1.28089], [-0.74467, 0.20763, -0.31798], [-2.33322, -0.53577, 0.16074], [-3.23160, 0.39637, 0.95858], [-3.95076, -0.32826, 1.92847], [0.12840, -1.15141, 2.02408], [1.89275, -0.51391, 0.65629], [-0.90118, 1.55057, -0.29400], [-2.80154, -0.83813, -0.75575], [-2.08761, -1.40793, 0.74648], [-2.67579, 1.15206, 1.49284], [-3.93879, 0.88447, 0.30494], [-4.03935, -1.25679, 1.67431], [-1.24101, -3.67313, 1.34471], [-0.11777, -4.22978, 0.81348], [0.10243, -5.58209, 0.93460], [1.25665, -6.11272, 0.37720], [2.16754, -5.29347, -0.27876], [1.92600, -3.93398, -0.38388], [0.76987, -3.40183, 0.16614], [-0.61508, -6.20187, 1.45437], [1.44705, -7.17349, 0.45597], [3.06366, -5.71586, -0.70447], [2.63417, -3.29237, -0.89047], [0.53182, -2.34940, 0.10853], [4.97862, -6.38378, 0.59738], [5.20412, -7.72154, 0.61104], [5.31220, -8.38492, -0.59176], [5.54416, -9.75167, -0.58320], [5.65598, -10.42989, 0.62139], [5.53978, -9.73945, 1.81959], [5.31530, -8.37100, 1.82111], [5.21362, -7.83618, -1.51971], [5.63795, -10.28595, -1.51807], [5.83465, -11.49557, 0.62632], [5.62464, -10.26723, 2.75869], [5.22946, -7.81286, 2.74353], [-1.22272, -4.90990, 5.74883], [-1.94530, -3.78555, 5.59464], [-2.88208, -3.45126, 6.54976], [-3.62037, -2.28941, 6.38256], [-3.42112, -1.48571, 5.26947], [-2.47544, -1.84426, 4.32141], [-1.72554, -3.00098, 4.48168], [-3.02696, -4.09379, 7.40707], [-4.35406, -2.01116, 7.12540], [-4.00094, -0.58248, 5.14093], [-2.32357, -1.21752, 3.45629], [-0.97799, -3.30052, 3.75725], [-3.22544, 3.65432, 0.76089], [-2.76015, 4.23957, -0.37114], [-1.39492, 4.33251, -0.55423], [-0.90880, 4.91981, -1.71370], [-1.79292, 5.41819, -2.65702], [-3.16351, 5.32241, -2.44789], [-3.65740, 4.72309, -1.29789], [-0.72284, 3.95125, 0.20869], [0.15648, 4.99217, -1.87310], [-1.41519, 5.88385, -3.55586], [-3.85203, 5.71500, -3.18141], [-4.72055, 4.63376, -1.11938], [-5.51367, 6.25670, -4.61975], [-6.06855, 7.46628, -4.35430], [-7.36534, 7.51587, -3.89071], [-7.92504, 8.75394, -3.61621], [-7.18908, 9.91299, -3.81384], [-5.88685, 9.83535, -4.28433], [-5.31465, 8.60208, -4.55570], [-7.92337, 6.59995, -3.75103], [-8.93928, 8.81254, -3.24783], [-7.63116, 10.87600, -3.60186], [-5.31310, 10.73724, -4.44300], [-4.29910, 8.51861, -4.91887], [0.50212, 7.19114, -0.42152], [-0.02202, 7.70316, 0.71823], [-1.23036, 7.22016, 1.17581], [-1.75859, 7.74760, 2.34450], [-1.08178, 8.74589, 3.02910], [0.13029, 9.21672, 2.54596], [0.67157, 8.69168, 1.38258], [-1.74731, 6.44883, 0.62454], [-2.70218, 7.37702, 2.72022], [-1.49868, 9.15674, 3.93765], [0.65781, 9.99732, 3.07531], [1.61771, 9.04098, 0.99227], [8.68530, -4.58889, -5.98713], [8.14900, -4.87726, -4.78788], [7.94120, -6.19821, -4.44831], [7.39198, -6.49022, -3.20954], [7.05105, -5.46588, -2.33724], [7.26803, -4.14523, -2.70240], [7.82476, -3.84235, -3.93511], [8.20857, -6.97967, -5.14616], [7.23026, -7.52090, -2.92510], [6.61930, -5.69591, -1.37232], [7.00398, -3.34546, -2.02421], [8.00966, -2.82055, -4.23684]],
  "forces_ev_per_a": [[0.155, 1.479, 0.660], [0.247, 0.046, 1.178], [0.154, -0.811, -1.556], [-0.020, 0.737, 0.333], [-0.477, -0.295, 0.430], [0.037, -0.337, 0.123], [-0.089, -0.373, -0.500], [-0.304, -0.439, -0.481], [-0.114, 0.067, 0.487], [-0.033, -0.256, -0.546], [0.335, -0.399, 0.173], [0.260, 0.290, 0.115], [-0.066, 0.362, -0.418], [-0.237, 0.199, 0.074], [0.014, 0.043, -0.070], [0.050, -0.066, -0.028], [-0.183, -0.154, 0.136], [0.061, 0.123, -0.049], [-0.041, -0.079, -0.028], [0.001, 0.028, 0.002], [-0.022, 0.094, 0.046], [-0.014, -0.003, 0.003], [0.004, -0.034, 0.021], [0.048, -0.009, -0.005], [0.004, 0.006, -0.032], [0.028, 0.031, -0.253], [0.045, -0.010, 0.035], [0.028, -0.130, -0.001], [-0.049, 0.132, -0.263], [-0.001, -0.032, 0.107], [0.013, -0.050, 0.008], [-0.001, -0.024, -0.088], [-0.030, 0.115, 0.190], [0.005, 0.017, 0.007], [-0.011, -0.005, -0.037], [0.008, -0.029, 0.007], [0.014, -0.004, 0.038], [-0.004, 0.016, -0.005], [0.022, -0.026, -0.009], [-0.055, 0.079, 0.002], [-0.051, -0.082, 0.146], [0.038, 0.001, -0.068], [-0.075, 0.100, -0.024], [0.102, -0.173, 0.167], [0.166, 0.003, -0.160], [0.021, -0.015, 0.006], [-0.026, -0.008, 0.030], [-0.011, 0.020, -0.016], [0.017, 0.081, -0.038], [-0.047, -0.032, 0.066], [0.023, -0.040, -0.016], [0.051, -0.019, -0.126], [0.220, -0.538, 0.111], [-0.092, -0.098, -0.138], [-0.025, 0.010, -0.027], [0.131, 0.019, 0.020], [-0.223, -0.001, 0.038], [-0.014, 0.144, 0.075], [0.043, 0.055, 0.039], [0.002, 0.025, -0.024], [-0.031, -0.020, -0.016], [-0.003, 0.025, 0.023], [-0.024, 0.013, -0.008], [-0.053, 0.111, 0.015], [-0.103, -0.196, 0.041], [0.055, 0.060, -0.014], [-0.029, 0.049, 0.015], [-0.066, -0.007, 0.030], [0.210, -0.029, -0.061], [0.012, -0.014, -0.008], [-0.039, -0.013, 0.000], [-0.010, 0.028, 0.002], [0.033, 0.022, -0.001], [-0.006, -0.016, -0.024], [0.004, 0.038, 0.063], [-0.039, 0.050, 0.091], [-0.108, -0.078, -0.072], [0.074, 0.065, 0.029], [-0.027, 0.015, 0.059], [-0.061, -0.038, 0.011], [0.183, 0.066, -0.066], [0.010, 0.097, 0.001], [-0.038, -0.010, -0.012], [-0.007, 0.016, 0.022], [0.032, 0.020, 0.012], [-0.004, -0.001, -0.027], [0.003, 0.005, -0.016], [-0.028, -0.025, 0.083], [0.039, -0.163, -0.108], [-0.040, 0.113, 0.020], [-0.059, -0.049, 0.091], [-0.018, -0.070, -0.019], [0.007, 0.184, -0.030], [0.026, 0.013, -0.018], [0.025, -0.040, -0.004], [0.018, 0.001, 0.033], [0.024, 0.032, 0.025], [0.011, -0.003, -0.031]],
  "homo_lumo_gap_ev": 6.8,
  "charge": 1,
  "largest_force_ev_per_a": 1.76,
  "lumo_energy_ev": -3.926
}